[1]
116
Properties=species:S:1:pos:R:3:forces:R:3:mulliken_charge:R:1 method="wB97M-V/def2-TZVPD" homo_energy_ev=-10.905 e_lumo_ev=-2.5 fmax_ev_per_a=0.730 e_above_lowest_ev=0.250 total_charge=+1 orbital_gap_ev=8.4
C -0.1749 4.8894 0.7885 0.1 -0.2 0.0 -0.895
C -1.4475 4.1046 1.1638 0.1 0.0 -0.1 -0.411
C -2.0091 3.1718 0.0706 -0.1 -0.1 0.2 -0.723
C -1.7451 1.6663 0.2846 0.0 0.2 0.1 0.070
N -0.7799 1.1244 -0.6666 0.0 -0.2 -0.1 0.254
C 0.5693 1.5624 -0.4292 0.0 0.2 0.0 -0.351
C 1.2131 0.9072 0.8053 0.1 -0.2 -0.1 -1.193
C 2.6965 1.2748 0.9614 0.0 0.0 0.0 0.045
P 3.0155 1.7914 2.6997 -0.4 0.2 0.6 0.202
N 2.0404 2.8937 3.1872 0.1 -0.2 0.0 -0.612
N 3.0526 2.4549 0.0870 0.1 0.0 0.0 -0.116
C 2.6908 2.3077 -1.3911 0.0 0.0 0.0 -1.620
C 1.5421 1.3304 -1.5975 0.1 0.0 0.0 0.767
C 0.9755 1.4895 -3.0119 0.1 0.1 0.0 -0.905
C 1.6432 0.5572 -4.0212 0.1 0.1 0.0 -0.331
C 0.8178 0.3169 -5.2756 0.0 0.1 -0.1 -0.668
C 0.7895 1.4978 -6.2512 0.1 0.0 -0.1 -0.631
N -0.5254 1.6649 -6.8646 -0.1 0.0 0.0 -0.604
H 0.0470 4.8044 -0.2789 -0.1 0.1 0.0 0.328
H -0.2681 5.9510 1.0106 0.0 0.0 0.0 0.402
H 0.6886 4.5191 1.3484 0.0 0.0 0.0 -0.031
H -2.2191 4.8145 1.4561 0.0 0.0 0.0 0.431
H -1.2352 3.5123 2.0572 -0.1 0.0 0.0 0.217
H -1.6197 3.4632 -0.9078 0.0 0.0 -0.1 0.469
H -3.0894 3.3069 0.0206 0.0 0.1 0.0 0.199
H -1.4454 1.5302 1.3343 0.0 -0.1 0.0 0.101
H -2.6693 1.1014 0.1748 0.0 -0.1 -0.1 0.001
H -0.8369 0.1084 -0.6817 0.0 0.0 0.1 0.260
H 0.5115 2.6451 -0.2609 -0.1 0.0 0.0 -0.830
H 0.6604 1.1638 1.7091 0.0 0.1 0.0 0.778
H 1.1594 -0.1739 0.6662 -0.1 0.0 0.1 0.136
H 3.3545 0.4496 0.6855 0.1 0.1 -0.1 0.573
H 4.3647 2.2006 2.6653 0.2 -0.3 -0.1 0.099
H 2.9707 0.5714 3.3922 0.4 -0.2 -0.2 0.063
H 1.5069 2.5630 3.9910 -0.2 0.5 0.0 0.240
H 4.0562 2.6239 0.1602 0.0 0.1 0.0 0.489
H 2.5876 3.2875 0.4682 -0.1 -0.1 0.0 0.428
H 2.3816 3.3008 -1.7125 0.1 0.1 0.0 0.424
H 3.6000 2.0343 -1.9233 0.0 -0.1 0.0 0.472
H 1.9404 0.3134 -1.5034 -0.1 -0.1 0.0 0.379
H 1.1039 2.5269 -3.3378 -0.2 0.0 0.0 0.489
H -0.0960 1.2964 -2.9706 0.0 0.0 0.0 0.358
H 2.6222 0.9655 -4.2996 0.1 -0.1 0.0 0.135
H 1.8172 -0.4103 -3.5410 0.0 0.0 0.0 0.288
H 1.2319 -0.5641 -5.7641 -0.2 -0.1 -0.1 0.445
H -0.2110 0.0962 -4.9815 0.0 -0.1 0.0 0.140
H 1.5786 1.3413 -6.9979 0.1 0.1 0.0 0.353
H 1.0314 2.4307 -5.7349 -0.1 0.0 0.1 0.404
H -0.6681 1.0061 -7.6212 0.0 0.0 0.1 0.172
H -0.6338 2.5934 -7.2522 0.0 -0.1 -0.1 0.209
C -1.0812 1.9496 6.1922 0.0 0.0 0.0 -0.407
O 0.3294 2.1700 6.1455 0.1 0.0 -0.1 -0.522
H -1.3470 1.4108 5.2847 0.0 0.0 0.0 0.194
H -1.3765 1.3564 7.0577 0.0 0.0 0.0 0.193
H -1.6321 2.8924 6.2141 0.0 0.0 0.0 0.284
H 0.5835 2.6461 6.9423 0.0 0.0 -0.1 0.281
C -0.0296 -3.4977 -5.3894 0.1 -0.1 0.0 -0.593
O 1.2561 -2.9187 -5.2082 0.2 0.0 0.1 -0.368
H -0.7868 -2.7226 -5.3062 0.1 0.1 0.0 0.208
H -0.1221 -3.9421 -6.3830 -0.1 0.0 0.0 0.144
H -0.2269 -4.2642 -4.6340 0.0 0.0 0.0 0.333
H 1.9003 -3.6336 -5.3014 -0.1 0.0 -0.1 0.284
C 4.9912 -1.1145 -4.8787 -0.1 0.0 0.0 -0.407
O 4.6709 -1.7660 -3.6561 -0.1 0.1 0.0 -0.526
H 6.0689 -0.9726 -4.9104 0.0 0.0 0.1 0.311
H 4.6958 -1.7107 -5.7452 0.0 0.0 0.0 0.191
H 4.5116 -0.1335 -4.9413 0.0 0.0 -0.1 0.164
H 3.7200 -1.9227 -3.6494 0.1 -0.1 0.0 0.325
C -1.9830 -2.3350 -8.7319 0.0 0.0 0.0 -0.546
O -2.3001 -2.9254 -7.4794 -0.1 0.0 -0.1 -0.464
H -0.9096 -2.1514 -8.7269 0.0 0.0 0.0 0.179
H -2.2163 -2.9965 -9.5697 0.0 0.0 0.0 0.308
H -2.4987 -1.3823 -8.8773 0.0 0.0 0.0 0.273
H -3.2465 -3.0977 -7.4542 0.0 0.0 0.0 0.265
C 2.4949 -3.0039 3.6690 -0.1 0.0 0.0 -0.539
O 1.4444 -2.1612 3.1851 0.2 0.2 -0.1 -0.411
H 2.3118 -3.9935 3.2584 0.0 0.0 0.0 0.263
H 3.4758 -2.6645 3.3232 0.0 0.0 0.0 0.236
H 2.5069 -3.0701 4.7562 0.0 0.0 0.0 0.250
H 1.5735 -1.2842 3.5584 -0.1 -0.1 0.1 0.207
C -4.5736 0.2436 8.3851 0.0 0.0 0.0 -0.638
O -3.2067 0.5342 8.6718 0.1 -0.1 -0.1 -0.538
H -5.1095 1.1891 8.4019 0.0 0.0 0.0 0.245
H -4.6922 -0.2148 7.3999 0.0 0.0 0.0 0.287
H -5.0134 -0.4114 9.1400 0.0 0.0 0.0 0.304
H -2.7217 -0.2972 8.6779 0.0 0.1 0.0 0.287
C -2.7054 -2.2438 -0.0648 0.0 0.0 0.0 -0.555
O -1.3769 -1.7786 0.1737 0.1 0.0 -0.1 -0.447
H -3.3574 -1.3743 -0.0165 0.0 0.0 0.0 0.157
H -2.8054 -2.6972 -1.0528 0.0 0.0 0.0 0.272
H -3.0204 -2.9602 0.6958 0.0 0.0 0.0 0.278
H -0.7805 -2.5341 0.1446 0.0 0.0 0.1 0.271
C 2.4043 -5.0695 -7.7658 0.0 0.0 0.0 -0.499
O 2.0860 -5.6396 -6.5002 -0.1 0.2 0.1 -0.515
H 3.4672 -4.8395 -7.7467 0.0 0.0 0.0 0.228
H 2.2148 -5.7668 -8.5843 0.0 0.0 0.0 0.309
H 1.8487 -4.1446 -7.9482 0.0 0.0 0.0 0.183
H 1.1506 -5.8685 -6.5017 0.1 -0.1 0.0 0.304
C 3.3910 -5.0010 7.3622 0.0 0.0 0.0 -0.535
O 3.9625 -4.0711 6.4473 0.0 0.1 0.1 -0.490
H 2.7989 -5.6963 6.7718 0.0 0.0 0.0 0.213
H 4.1562 -5.5657 7.8989 0.0 0.0 0.0 0.267
H 2.7353 -4.5111 8.0861 0.0 0.0 0.0 0.270
H 4.5018 -3.4509 6.9478 0.0 -0.1 0.0 0.280
C -4.9573 1.3456 11.8193 0.0 0.0 -0.1 -0.337
O -6.2328 1.5443 11.2245 0.0 0.0 0.0 -0.489
H -4.2859 1.0404 11.0197 0.0 0.0 0.0 0.037
H -4.5643 2.2629 12.2656 0.0 0.0 0.0 0.279
H -4.9786 0.5597 12.5793 0.0 0.0 0.0 0.263
H -6.8528 1.8198 11.9066 0.0 0.0 0.0 0.282
C -5.1299 1.8096 -1.5274 0.1 -0.1 -0.1 -0.519
O -4.4022 1.2253 -2.5974 0.1 0.0 0.1 -0.516
H -6.1767 1.5542 -1.6716 0.0 0.0 0.0 0.327
H -4.8041 1.4096 -0.5620 -0.1 0.1 0.1 0.175
H -5.0354 2.8988 -1.5229 0.0 0.0 0.0 0.231
H -3.4702 1.4475 -2.4965 0.0 0.0 0.0 0.322

---

[2]
24
Properties=species:S:1:pos:R:3:forces:R:3:mulliken_charge:R:1 method="wB97M-V/def2-TZVPD" homo_energy_ev="-0.212 / -4.668" spin_multiplicity=8 e_lumo_ev="3.6 / 3.4" fmax_ev_per_a=3.387 e_above_lowest_ev=1.350 total_charge=-1 orbital_gap_ev="3.8 / 8.1"
C -1.5059 -0.0450 -1.8073 -1.7 0.5 1.1 -0.555
C -1.5735 1.3247 -1.3338 -0.7 -0.9 0.0 -0.324
C -2.0702 1.3144 0.0246 -0.5 -0.6 -0.6 -0.330
C -2.3211 -0.0690 0.4035 -1.9 0.2 -2.4 -0.555
C -2.0339 -0.9140 -0.7546 -0.7 1.2 -0.2 -0.258
Eu -0.0210 0.0148 0.1854 2.5 1.1 2.0 -0.115
P 2.1566 -0.1336 -1.1398 -0.1 0.3 0.2 0.013
H -1.1493 -0.3814 -2.7741 -0.1 0.1 0.2 0.409
H -1.2736 2.2170 -1.8916 -0.1 -0.5 0.3 0.290
H -2.2090 2.1902 0.6635 0.1 -0.4 -0.3 0.301
H -2.1427 -2.0063 -0.8034 0.1 0.7 0.0 0.276
H -2.6662 -0.4216 1.3669 0.1 0.1 -0.1 0.352
H 3.1328 0.5720 -0.4292 0.8 -0.2 -0.4 0.000
H 2.1237 0.3645 -2.4038 0.6 0.2 -1.1 0.036
H 2.6022 -1.4484 -1.2058 1.3 -0.6 -0.5 -0.012
C 2.4706 -1.1101 2.1333 -0.9 -0.3 0.4 -0.773
C 1.1113 -1.3242 2.7027 1.3 0.7 -1.9 0.707
N 0.9367 -1.8631 3.9106 -0.3 -1.3 2.8 -0.473
O 0.0467 -0.9838 2.0509 -0.6 -0.4 0.7 -0.825
H 3.2326 -1.4287 2.8414 0.2 0.0 0.0 0.361
H 2.6247 -0.0343 1.9124 0.2 0.0 -0.2 0.093
H 2.5932 -1.7109 1.2075 0.1 0.3 0.0 0.055
H 0.0051 -1.9851 4.2815 0.4 0.1 -0.2 0.187
H 1.7293 -2.1337 4.4558 -0.1 -0.1 0.2 0.139

---

[3]
15
Properties=species:S:1:pos:R:3:forces:R:3:mulliken_charge:R:1 method="wB97M-V/def2-TZVPD" smiles="OO[C@@H]1C=CC=CN1F" homo_energy_ev=-8.716 e_lumo_ev=0.3 fmax_ev_per_a=4.435 e_above_lowest_ev=6.667 orbital_gap_ev=9.0
O -2.5838 1.0385 -1.0206 -1.4 -1.4 4.0 -0.377
O -1.3536 1.2443 -0.2718 0.6 1.7 -2.0 -0.169
C -0.8120 0.4052 0.6727 2.7 -2.4 -1.4 -0.135
C 0.6292 1.0441 0.9065 -2.2 -0.7 -1.3 -0.560
C 1.6189 0.5941 0.1372 -0.6 -0.2 0.7 -0.028
C 1.4822 -0.5803 -0.6916 -0.6 -1.1 0.6 -0.570
C 0.4560 -1.4341 -0.4906 -0.5 -1.5 -0.1 -0.252
N -0.7251 -1.1357 0.1784 0.3 3.4 -0.1 0.029
F -1.0426 -2.0708 1.2030 0.4 0.7 -0.4 -0.239
H -2.3961 1.1625 -1.9205 1.6 0.3 -1.9 0.313
H -1.2881 0.2773 1.5655 -1.9 0.1 2.3 0.501
H 0.7812 1.9193 1.5261 -0.4 -0.3 0.3 0.389
H 2.5527 1.0301 0.3878 1.1 0.2 -0.6 0.393
H 2.2651 -1.0300 -1.2686 0.5 0.5 -0.3 0.348
H 0.4159 -2.4645 -0.9136 0.4 0.9 0.3 0.357

---

[4]
24
Properties=species:S:1:pos:R:3:forces:R:3:mulliken_charge:R:1 method="wB97M-V/def2-TZVPD" homo_energy_ev=-8.831 e_lumo_ev=-3.5 fmax_ev_per_a=4.344 e_above_lowest_ev=7.394 orbital_gap_ev=5.3
C 2.2357 -0.4710 -0.8272 2.1 -3.8 0.5 -0.996
N 1.3988 -1.2846 -0.0355 0.2 3.9 -1.0 -0.092
C 1.1287 -0.5903 1.1759 -0.2 0.1 0.6 -0.200
C -0.3369 -0.4514 1.6295 -0.5 -0.7 -0.9 -0.575
C -0.7844 0.8755 1.0265 -0.3 0.0 0.6 -1.024
N -3.2268 0.4463 -1.1363 0.3 0.4 0.5 -0.578
H 1.8455 0.6051 -0.9963 -0.8 1.8 1.1 0.585
H 2.4741 -0.8790 -1.8076 -0.3 -0.2 -0.1 0.317
H 3.1468 -0.2611 -0.2702 0.2 0.4 0.0 0.426
H 0.4429 -1.3478 -0.6727 -2.6 -1.2 -1.5 0.479
H 1.7781 -0.8251 2.0215 0.4 -0.2 -0.1 0.376
H 1.4757 0.4649 0.8801 0.0 0.0 0.6 0.181
H -0.4309 -0.5742 2.7047 0.1 0.3 0.1 0.395
H 0.0339 1.5762 1.1392 -0.4 0.6 -0.1 0.372
H -1.0444 0.7215 -0.0170 0.4 0.1 -0.1 0.276
H -1.6976 1.2632 1.4630 -0.1 0.1 0.4 0.326
H -4.1908 0.4579 -0.8767 -0.4 0.0 -0.3 0.183
H -3.0103 0.8484 -2.0346 -0.2 -0.2 0.0 0.177
H -1.0186 -1.1672 1.1669 0.4 -0.6 0.1 0.299
H -0.6597 -1.9572 -2.0731 0.1 0.1 0.1 0.166
O -0.7037 -1.2556 -1.4096 1.2 0.1 0.8 -0.779
H -2.8094 -0.4575 -1.0057 0.3 -0.2 -0.3 0.187
H 2.3871 2.3777 0.0616 0.1 -0.4 -0.2 0.223
O 1.5662 1.8850 -0.1062 0.1 -0.4 -0.8 -0.723

---

[5]
30
Properties=species:S:1:pos:R:3:forces:R:3:mulliken_charge:R:1 method="wB97M-V/def2-TZVPD" homo_energy_ev=-7.189 e_lumo_ev=0.4 fmax_ev_per_a=4.233 e_above_lowest_ev=4.187 orbital_gap_ev=7.6
C 3.7078 -0.5617 -0.3886 1.2 0.6 -0.9 -0.345
C 2.9294 -1.7335 -0.5757 -3.8 0.7 1.7 -0.621
C 3.2148 0.5309 0.2149 2.5 0.4 0.5 -0.756
C 1.6214 -1.7002 -0.0800 2.2 -0.1 -0.9 -0.479
C 1.4393 1.8284 -0.5202 -2.9 0.0 -0.6 -1.145
C -0.0853 1.8173 -0.6648 -2.2 0.1 1.3 -0.579
C 1.7972 0.8152 0.5366 1.3 -2.4 -1.0 0.288
C 1.0323 -0.5056 0.4654 -3.9 1.1 -1.2 -0.260
C -0.4916 0.3809 -0.8830 0.3 -1.9 1.5 -0.132
C -2.7149 0.6360 1.2961 -0.5 -0.9 0.4 -1.197
C -2.2330 -2.0801 0.1311 -1.0 0.4 1.7 -0.977
Si -2.2068 -0.2321 -0.2781 2.8 -0.5 1.6 0.284
H 4.7284 -0.6364 -0.8507 -0.8 0.5 1.1 0.294
H 3.4239 -2.6149 -0.8357 0.3 -1.4 -0.7 0.433
H 3.9354 1.3064 0.5262 -0.4 -0.2 -0.5 0.311
H 0.9990 -2.5710 0.0183 0.1 -0.5 -0.3 0.273
H 1.7622 1.6381 -1.5263 0.7 -0.9 -0.3 0.394
H 1.7362 2.8074 -0.3587 1.0 1.9 0.9 0.560
H -0.7360 2.3571 0.2074 1.9 -1.5 -1.6 0.126
H -0.4647 2.3343 -1.5412 0.5 0.5 -0.4 0.450
H 1.7552 1.1825 1.5140 -0.4 1.1 1.5 0.360
H 0.2285 -0.7840 1.2317 1.5 0.8 -0.7 0.555
H -0.3031 -0.0681 -1.8986 0.3 0.6 1.0 0.360
H -3.7856 0.7130 1.4414 -0.4 -0.2 -0.2 0.379
H -2.3625 0.0697 2.1564 0.1 -0.3 0.0 0.340
H -2.3607 1.6058 1.4842 0.7 1.5 -0.2 0.402
H -1.2682 -2.5793 0.3051 -0.5 0.0 -0.4 0.178
H -2.7865 -2.0756 1.1058 0.9 0.2 0.0 0.313
H -3.0234 -2.6598 -0.3254 0.5 -0.5 -1.3 0.455
H -3.0110 0.0147 -1.3532 -2.0 0.6 -2.0 -0.264

---

[6]
14
Properties=species:S:1:pos:R:3:forces:R:3:mulliken_charge:R:1 method="wB97M-V/def2-TZVPD" homo_energy_ev="-7.211 / -7.237" e_lumo_ev="0.5 / 0.5" fmax_ev_per_a=0.851 e_above_lowest_ev=4.502 orbital_gap_ev="7.7 / 7.7"
C -1.6253 -1.1868 -0.0194 0.0 -0.1 0.0 -1.416
C -0.6147 -0.1516 0.4656 -0.1 0.0 0.1 0.553
C 0.8248 -0.4636 0.1060 0.0 0.0 0.0 -0.663
C 1.6447 0.7788 -0.2793 0.8 -0.2 0.0 0.072
O 2.8221 0.8973 -0.3607 -0.8 0.0 0.0 -0.417
C -0.9929 1.2532 -0.0599 0.6 0.3 -0.2 -0.327
N -0.1439 2.0186 -0.4857 -0.5 -0.2 0.2 -0.196
H -2.6389 -0.8820 0.2575 0.2 0.0 0.0 0.379
H -1.4184 -2.1673 0.4221 0.0 0.1 -0.1 0.345
H -1.5881 -1.2881 -1.1101 0.0 0.0 0.2 0.392
H -0.7123 -0.0549 1.5546 0.0 0.0 -0.1 0.249
H 1.3654 -0.9357 0.9284 0.0 0.1 -0.1 0.354
H 0.8850 -1.1195 -0.7712 0.0 0.1 0.1 0.307
H 0.7506 2.3876 -0.7985 -0.1 0.0 0.0 0.369